1.
A cluster of 7 separate species, C27H65N3O7 in total in a non-equilibrium geometry, computed with ωB97M-V/def2-TZVPD.

Atoms and positions in Å:
O 1.06315 2.46887 -1.90714
H 1.40659 2.87974 -2.70886
H 0.10396 2.53133 -1.99457
O 1.09921 0.77294 0.58256
H 1.10563 1.00351 -0.35671
H 0.18104 0.86911 0.86621
O 4.50338 1.89466 -0.20703
H 4.58671 0.95097 -0.39572
H 3.58447 2.10259 -0.41417
O 1.91328 -1.88969 1.19783
H 1.66611 -0.95788 1.04735
H 2.06494 -1.95282 2.14640
C -1.81467 -2.15945 -3.07176
C -2.33072 -3.34354 -2.24962
C -1.15669 -4.16703 -1.68616
C -0.43184 -3.47023 -0.53021
C -1.47405 -3.29576 0.59155
C -2.68033 -2.45690 0.16147
N -3.17667 -2.80620 -1.16394
O -4.32680 -2.13364 -1.54220
C -3.78419 -2.72867 1.20956
C -2.38157 -0.93857 0.23064
C -3.23866 -4.29737 -3.04100
H -1.33403 -2.54559 -3.97884
H -1.04995 -1.56693 -2.56479
H -2.56953 -1.42513 -3.35294
H -1.36495 -5.21167 -1.46123
H -0.49924 -4.18534 -2.56729
H -0.05833 -2.48831 -0.81752
H 0.42893 -4.06667 -0.23205
H -0.93672 -2.72150 1.35209
H -1.79337 -4.22316 1.06312
H -3.43540 -3.09956 2.17240
H -4.44087 -1.86759 1.35409
H -4.49446 -3.48935 0.86246
H -3.19066 -0.21070 0.30800
H -1.85240 -0.81090 1.18471
H -1.76539 -0.59645 -0.60341
H -3.60514 -5.09808 -2.40156
H -2.68095 -4.69954 -3.89169
H -4.11771 -3.77359 -3.41659
H -5.04618 -2.74887 -1.35139
C 3.76671 -1.26774 -4.90198
C 3.16397 -1.46010 -3.46204
C 2.10992 -2.57633 -3.44301
C 2.68169 -3.97966 -3.49736
C 3.58583 -4.16264 -2.26070
C 4.73288 -3.10919 -2.29507
N 4.14942 -1.79059 -2.46964
O 5.07755 -0.75005 -2.24232
C 5.38039 -3.22332 -0.91163
C 5.78399 -3.54119 -3.33605
C 2.37144 -0.19256 -3.14236
H 4.00910 -0.21298 -5.04071
H 4.68192 -1.84375 -5.00485
H 2.98693 -1.51617 -5.62017
H 1.48739 -2.49613 -2.54839
H 1.40269 -2.54064 -4.27921
H 1.91628 -4.75784 -3.47741
H 3.33714 -4.14143 -4.35737
H 4.04532 -5.14936 -2.33816
H 2.99333 -4.05011 -1.35309
H 6.22944 -2.55150 -0.77452
H 5.59785 -4.22563 -0.55408
H 4.61202 -2.82949 -0.23388
H 6.22799 -4.48220 -3.01175
H 6.59438 -2.80439 -3.37667
H 5.46250 -3.65965 -4.37250
H 3.04910 0.66597 -3.17961
H 1.55135 -0.04984 -3.84119
H 2.01721 -0.21280 -2.10942
H 5.67478 -0.76703 -3.01128
C -2.30328 4.90395 6.23630
C -2.69096 5.73355 5.03011
C -1.50551 6.57927 4.57092
C -0.42767 5.71933 3.90525
C -1.06613 5.05039 2.69807
C -2.27714 4.20551 3.03847
N -3.21379 4.93401 3.89554
O -4.32843 4.17316 4.35083
C -2.98063 3.97873 1.69089
C -1.91190 2.82783 3.63498
C -3.80198 6.71012 5.49930
H -1.37873 4.35172 6.07504
H -3.04880 4.11697 6.41306
H -2.32888 5.41418 7.19973
H -1.78029 7.37779 3.87614
H -1.02886 7.09038 5.41231
H -0.03544 4.94081 4.56879
H 0.44861 6.33596 3.69643
H -0.35603 4.40593 2.17180
H -1.28188 5.88636 2.02512
H -2.29585 3.51027 0.97621
H -3.86683 3.33827 1.68633
H -3.30686 4.91745 1.23745
H -2.76401 2.34118 4.09597
H -1.34941 2.24065 2.90739
H -1.16455 3.02180 4.41148
H -3.38454 7.49882 6.12208
H -4.58975 6.14913 6.00196
H -4.28985 7.21251 4.65784
H -5.04706 4.66524 3.93863

Cartesian forces (eV/Å) of the 3 atoms listed first:
-0.25 0.05 -0.02
0.07 -0.11 0.08
0.10 0.06 0.00

Computed properties:
lowest unoccupied orbital energy = 0.0736 eV
SMILES = CC1(C)CCCC(C)(C)N1O.CC1(C)CCCC(C)(C)N1O.CC1(C)CCCC(C)(C)N1O.O.O.O.O
orbital gap = 7.86 eV
total charge = 0
calculated total energy = -47852.2795 eV
highest occupied orbital energy = -7.79 eV

Löwdin atomic charge list, values in e, 6 entries: -0.048, 0.056, 0.054, -0.047, 0.006, 0.041

---

2.
A cluster of 2 separate species, C3H9NOS in total in a non-equilibrium geometry, computed with ωB97M-V/def2-TZVPD.

Atoms and positions in Å:
C 0.27035 1.88457 -0.39644
C 0.61282 -0.30665 1.62845
C -0.17939 0.04804 0.41254
N -1.26256 -0.91210 -1.96301
O -0.25775 -2.42368 -0.13294
S -0.31578 -1.17249 -0.83529
H 0.00376 1.79564 -1.46925
H -0.21173 2.74493 -0.02737
H 1.29594 2.06096 -0.16831
H 1.72301 -0.45898 1.48887
H 0.34331 -1.39219 1.87068
H 0.44198 0.11856 2.53001
H -1.17097 0.48369 0.74765
H -2.09231 -1.47185 -2.06379
H 0.79933 -0.99844 -1.62179

Cartesian forces (eV/Å) of the 3 atoms listed first:
-0.23 -3.70 -0.54
2.07 -4.74 -2.17
-1.01 6.01 0.35

Computed properties:
lowest unoccupied orbital energy = 0.8525 eV
orbital gap = 10.49 eV
total charge = 0
calculated total energy = -17625.1190 eV
highest occupied orbital energy = -9.64 eV

natural (NBO) atomic charge list, values in e, 6 entries: -0.557, -0.663, -0.499, -1.201, -0.947, 1.908